*1*
{"formula": "C6H12NO3", "method": "wB97M-V/def2-TZVPD", "elements": ["C", "C", "C", "O", "O", "H", "H", "H", "H", "H", "C", "C", "C", "O", "N", "H", "H", "H", "H", "H", "H", "H"], "coordinates": [[-2.347, 0.609, 0.945], [-3.338, 0.947, -0.213], [-1.077, 1.573, 0.811], [-0.066, 1.053, 0.304], [-1.310, 2.735, 1.194], [-2.706, 0.719, 1.983], [-2.049, -0.448, 0.983], [-2.763, 1.079, -1.120], [-3.848, 1.858, 0.065], [-4.057, 0.129, -0.347], [1.607, -1.390, -0.544], [1.769, -0.923, -1.949], [2.613, -1.012, 0.568], [3.542, -1.790, 0.717], [2.271, 0.106, 1.257], [0.573, -1.215, -0.221], [1.452, -2.488, -0.414], [2.860, -0.653, -2.129], [1.209, -0.080, -2.320], [2.570, 0.348, 2.184], [1.447, 0.613, 0.848], [1.650, -1.771, -2.602]], "lowdin_charge": [-0.1870, -0.1135, -0.7154, -0.0856, -0.0607, 0.0866, 0.0780, 0.0630, 0.0558, 0.0512, -0.2154, -0.1121, -0.5569, -0.0073, 0.1621, 0.0878, 0.1142, 0.0926, 0.0618, 0.0948, 0.0547, 0.0515], "charge": -1, "e_homo_ev": -4.62}

***

*2*
{"formula": "C6H12NO3", "method": "wB97M-V/def2-TZVPD", "elements": ["C", "C", "C", "O", "O", "H", "H", "H", "H", "H", "C", "C", "C", "O", "N", "H", "H", "H", "H", "H", "H", "H"], "coordinates": [[0.710, 0.498, -2.283], [1.943, -0.385, -2.576], [-0.601, -0.427, -2.169], [-1.129, -0.251, -1.053], [-0.712, -1.218, -3.119], [0.882, 0.967, -1.333], [0.761, 1.329, -2.990], [2.898, 0.112, -2.625], [1.758, -0.905, -3.510], [1.988, -1.194, -1.817], [0.452, 1.027, 1.876], [1.711, 0.729, 2.657], [-0.702, 0.117, 2.200], [-0.540, -0.867, 2.890], [-1.927, 0.428, 1.648], [0.205, 2.117, 1.849], [0.720, 1.059, 0.834], [1.444, 0.057, 3.545], [2.054, 1.674, 3.137], [-2.750, -0.049, 1.995], [-2.096, 0.675, 0.686], [2.484, 0.096, 2.237]], "lowdin_charge": [-0.1887, -0.1437, -0.7196, -0.0823, -0.0641, 0.0450, 0.0811, 0.0401, 0.0507, 0.0759, -0.1880, -0.1189, -0.5362, 0.0347, 0.1352, 0.1222, 0.0830, 0.0822, 0.0699, 0.0921, 0.0665, 0.0627], "charge": -1, "e_homo_ev": -4.17}

***

Which structure is the most stable? The one labeled *1*.

***

*1*
{"formula": "C7H12", "method": "wB97M-V/def2-TZVPD", "elements": ["C", "C", "C", "C", "C", "C", "C", "H", "H", "H", "H", "H", "H", "H", "H", "H", "H", "H", "H"], "coordinates": [[-1.272, 1.040, 2.203], [-0.748, 0.852, 0.993], [-1.611, 1.086, -0.215], [0.736, 0.537, 0.830], [1.043, -0.049, -0.530], [0.937, -1.343, -0.773], [0.983, -1.980, -2.139], [-2.344, 1.103, 2.331], [-0.624, 1.114, 3.067], [-1.577, 0.270, -0.937], [-1.349, 1.973, -0.789], [-2.644, 1.204, 0.100], [1.353, 1.392, 1.090], [0.912, -0.293, 1.515], [1.007, 0.693, -1.330], [0.818, -1.981, 0.106], [0.197, -1.532, -2.752], [1.909, -1.727, -2.651], [0.914, -3.059, -2.061]], "lowdin_charge": [0.0274, -0.3532, -0.0738, -0.1719, -0.1526, -0.1710, -0.0965, 0.0558, 0.0618, 0.0683, 0.0844, 0.0710, 0.1132, 0.1057, 0.1149, 0.1074, 0.0728, 0.0715, 0.0647], "smiles": "C=C(C)C/C=C/C", "charge": 0, "e_homo_ev": -9.09}

***

*2*
{"formula": "C7H12", "method": "wB97M-V/def2-TZVPD", "elements": ["C", "C", "C", "C", "C", "C", "C", "H", "H", "H", "H", "H", "H", "H", "H", "H", "H", "H", "H"], "coordinates": [[0.143, -1.947, 1.023], [0.959, -0.685, 0.866], [1.299, 0.342, -0.219], [0.635, 0.876, -1.475], [-0.870, 0.727, -1.316], [-1.060, 0.816, 0.219], [0.326, 0.670, 0.894], [0.707, -2.850, 0.772], [-0.134, -2.024, 2.086], [-0.782, -1.927, 0.445], [1.857, -0.743, 1.487], [2.352, 0.619, -0.195], [0.844, 1.956, -1.315], [1.029, 0.528, -2.436], [-1.387, 1.542, -1.838], [-1.258, -0.204, -1.751], [-1.803, 0.082, 0.552], [-1.449, 1.804, 0.475], [0.530, 1.381, 1.690]], "lowdin_charge": [-0.0661, -0.2541, -0.1956, -0.1759, -0.1888, -0.1478, -0.2195, 0.0709, 0.0834, 0.0647, 0.1298, 0.1274, 0.1250, 0.1074, 0.1021, 0.1052, 0.0991, 0.1031, 0.1296], "smiles": "C[C@H]1[C@H]2CCC[C@@H]12", "charge": 0, "e_homo_ev": -9.57}

***

*3*
{"formula": "C7H12", "method": "wB97M-V/def2-TZVPD", "elements": ["C", "C", "C", "C", "C", "C", "C", "H", "H", "H", "H", "H", "H", "H", "H", "H", "H", "H", "H"], "coordinates": [[1.734, -0.215, -0.914], [0.508, 0.588, -0.502], [0.349, 0.656, 1.036], [-0.908, 1.522, 1.258], [-1.673, 0.367, 0.635], [-0.581, -0.610, 0.955], [-0.797, -0.205, -0.477], [1.742, -0.437, -1.987], [1.777, -1.167, -0.368], [2.653, 0.340, -0.685], [0.490, 1.554, -1.026], [1.233, 0.768, 1.666], [-0.937, 2.497, 0.754], [-1.146, 1.637, 2.319], [-2.744, 0.183, 0.655], [-0.589, -1.575, 1.447], [-1.246, -0.788, -1.275], [0.267, -2.386, -1.742], [-0.102, -2.977, -1.999]], "lowdin_charge": [-0.0881, -0.2990, -0.1862, -0.1055, -0.1774, -0.1232, -0.1814, 0.0695, 0.0747, 0.0767, 0.1369, 0.1370, 0.1070, 0.1117, 0.1305, 0.1310, 0.1096, 0.0194, 0.0567], "smiles": "C[C@@H]1[C@H]2C[C@@H]3[C@H]2[C@H]13.[H][H]", "charge": 0, "e_homo_ev": -9.40}

***

Which structure is the most stable? The one labeled *2*.

***

*1*
{"formula": "C7H12", "method": "wB97M-V/def2-TZVPD", "elements": ["C", "C", "C", "C", "C", "C", "C", "H", "H", "H", "H", "H", "H", "H", "H", "H", "H", "H", "H"], "coordinates": [[2.160, 0.152, -0.015], [0.680, 0.026, 0.079], [-0.136, 1.389, 0.075], [-1.527, 0.764, -0.103], [-1.213, -0.762, -0.089], [-0.196, -0.828, 1.136], [-0.018, -0.884, -0.990], [2.616, -0.767, -0.095], [2.318, 0.727, -0.970], [2.707, 0.722, 0.731], [0.247, 1.962, -0.793], [0.067, 1.928, 0.954], [-2.359, 1.147, 0.639], [-1.904, 0.972, -1.166], [-2.206, -1.245, -0.290], [0.128, -1.796, 1.456], [-0.543, -0.344, 2.008], [0.572, -1.826, -0.935], [-0.144, -0.621, -2.089]], "lowdin_charge": [-0.0456, -0.4413, -0.1316, -0.1815, -0.2916, -0.0381, -0.1271, 0.0444, 0.1041, 0.0794, 0.1140, 0.0885, 0.1395, 0.1185, 0.1392, 0.0937, 0.0830, 0.1203, 0.1320], "smiles": "C[C@]12CC[C@H](C1)C2", "charge": 0, "e_homo_ev": -10.19}

***

*2*
{"formula": "C7H12", "method": "wB97M-V/def2-TZVPD", "elements": ["C", "C", "C", "C", "C", "C", "C", "H", "H", "H", "H", "H", "H", "H", "H", "H", "H", "H", "H"], "coordinates": [[-2.600, 0.114, 0.023], [-1.232, -0.518, -0.068], [-0.233, 0.182, -0.984], [0.857, 0.056, 0.048], [2.060, -0.805, -0.183], [2.200, 0.682, 0.036], [-0.066, -0.097, 1.225], [-3.142, 0.113, -0.937], [-2.491, 1.173, 0.304], [-3.239, -0.388, 0.751], [-0.930, -1.324, 0.593], [-0.013, -0.190, -1.992], [-0.527, 1.244, -1.079], [2.216, -1.187, -1.191], [2.384, -1.476, 0.607], [2.442, 1.311, -0.814], [2.599, 1.019, 0.987], [-0.481, 0.788, 1.681], [0.319, -0.778, 2.028]], "lowdin_charge": [-0.1013, -0.2466, -0.1192, -0.5015, -0.0818, -0.0845, -0.0433, 0.0789, 0.0733, 0.0701, 0.1022, 0.1127, 0.1223, 0.1030, 0.1001, 0.1028, 0.1025, 0.0918, 0.1185], "smiles": "CC1CC2(CC2)C1", "charge": 0, "e_homo_ev": -8.24}

***

*3*
{"formula": "C7H12", "method": "wB97M-V/def2-TZVPD", "elements": ["C", "C", "C", "C", "C", "C", "C", "H", "H", "H", "H", "H", "H", "H", "H", "H", "H", "H", "H"], "coordinates": [[1.082, 0.533, -1.826], [0.212, -0.570, -1.222], [-1.225, -0.138, -1.065], [-1.598, -0.043, 0.209], [-0.498, -0.425, 1.172], [-0.070, 0.732, 2.080], [0.637, -0.906, 0.230], [1.002, 1.443, -1.221], [2.134, 0.230, -1.839], [0.788, 0.779, -2.851], [0.284, -1.459, -1.864], [-1.862, 0.087, -1.917], [-2.577, 0.288, 0.548], [-0.838, -1.251, 1.813], [0.280, 1.584, 1.484], [0.750, 0.422, 2.739], [-0.896, 1.078, 2.711], [0.814, -1.980, 0.344], [1.581, -0.405, 0.476]], "lowdin_charge": [-0.0796, -0.3646, -0.0702, -0.0695, -0.3621, -0.0789, -0.1257, 0.0798, 0.0755, 0.0743, 0.1313, 0.1058, 0.1060, 0.1309, 0.0786, 0.0759, 0.0738, 0.1110, 0.1075], "smiles": "C[C@@H]1C=C[C@H](C)C1", "charge": 0, "e_homo_ev": -9.13}

***

Which structure is the most stable? The one labeled *3*.

***

*1*
{"formula": "C7H12", "method": "wB97M-V/def2-TZVPD", "elements": ["C", "C", "C", "C", "C", "C", "C", "H", "H", "H", "H", "H", "H", "H", "H", "H", "H", "H", "H"], "coordinates": [[2.272, -0.764, -0.177], [0.962, -0.953, -0.180], [-0.116, -0.795, -1.239], [-1.118, -0.608, -0.076], [-1.369, 0.867, 0.179], [-0.122, 1.825, 0.304], [-0.070, -1.162, 0.915], [2.810, -0.522, -1.090], [2.849, -0.832, 0.742], [-0.285, -1.705, -1.824], [-0.028, 0.058, -1.923], [-2.059, -1.170, -0.150], [-2.023, 1.249, -0.623], [-1.976, 0.958, 1.096], [-0.666, 2.739, 0.482], [0.522, 1.956, -0.584], [0.585, 1.658, 1.136], [0.052, -0.584, 1.840], [-0.221, -2.216, 1.171]], "lowdin_charge": [0.0462, -0.3249, -0.1041, -0.3215, -0.2198, -0.0966, -0.1038, 0.0605, 0.0606, 0.1134, 0.1109, 0.1332, 0.1096, 0.1096, 0.0547, 0.0736, 0.0736, 0.1115, 0.1133], "smiles": "C=C1CC(CC)C1", "charge": 0, "e_homo_ev": -9.21}

***

*2*
{"formula": "C7H12", "method": "wB97M-V/def2-TZVPD", "elements": ["C", "C", "C", "C", "C", "C", "C", "H", "H", "H", "H", "H", "H", "H", "H", "H", "H", "H", "H"], "coordinates": [[2.107, 0.934, 0.529], [1.251, 0.452, -0.641], [-0.779, 0.126, -1.721], [-1.438, -1.095, -1.174], [-1.197, -1.230, 0.342], [-0.934, 0.223, 0.751], [-0.260, 0.822, -0.502], [3.156, 0.671, 0.357], [2.045, 2.022, 0.643], [1.805, 0.475, 1.476], [1.619, 0.891, -1.573], [1.369, -0.635, -0.746], [-2.493, -0.811, -1.367], [-1.279, -1.994, -1.780], [-2.039, -1.683, 0.875], [-0.317, -1.858, 0.534], [-0.342, 0.319, 1.667], [-1.886, 0.741, 0.928], [-0.328, 1.915, -0.562]], "lowdin_charge": [-0.1004, -0.2310, 0.0867, -0.2402, -0.1944, -0.1706, -0.3778, 0.0738, 0.0790, 0.0637, 0.1088, 0.1136, 0.1321, 0.1059, 0.1027, 0.1044, 0.0970, 0.1124, 0.1343], "charge": 0, "e_homo_ev": -8.27}

***

Which structure is the most stable? The one labeled *1*.